# 1
A molecular structure, C30H61N5PRuSi6 in a non-equilibrium geometry. Source: OMol25; level of theory: ωB97M-V with the def2-TZVPD basis set.

- Kohn-Sham gap (alpha / beta): 6.89 / 6.14 eV
- Energy above the lowest of the compared OMol25 structures with the same formula, charge and spin: 0.000 eV
- HOMO (alpha / beta): -9.06 / -10.88 eV
- ⟨S²⟩: 6.024

The geometry in ORCA input format:
```
! wB97M-V def2-TZVPD RIJCOSX def2/J DEFGRID3
* xyz 1 5
Ru -0.2385 -0.2024 -0.3023
C -3.0153 -2.1336 1.6144
Si -1.6109 -0.8777 1.6199
C -2.4839 0.3146 2.7308
C -0.1481 -1.7202 2.4850
C -0.4260 -2.0857 3.8103
C 0.4691 -2.8108 4.5825
C 1.6737 -3.2102 4.0298
C 1.9781 -2.8487 2.7258
C 1.1029 -2.0955 1.9306
Si 1.7918 -1.5484 0.2509
C 2.2445 -3.0140 -0.8468
C 3.5574 -1.0072 0.5326
H -3.0639 -2.4587 2.6578
H -2.9775 -3.0242 1.0038
H -3.9549 -1.6180 1.3944
H -2.9004 -0.2404 3.5780
H -3.3299 0.7334 2.1819
H -1.8929 1.1208 3.1233
H -1.3722 -1.8000 4.2602
H 0.2217 -3.0685 5.6048
H 2.3758 -3.7959 4.6098
H 2.9334 -3.1676 2.3213
H 3.0028 -3.5943 -0.3107
H 2.7198 -2.6294 -1.7556
H 1.4743 -3.7042 -1.1542
H 4.0482 -1.8522 1.0257
H 3.7287 -0.1313 1.1397
H 4.0615 -0.8756 -0.4287
C -0.9595 -5.3033 -2.2099
N -1.6140 -5.0495 -0.9262
C -3.0347 -4.7992 -1.1712
N -3.2843 -3.7104 -2.1220
C -2.5779 -4.0060 -3.3662
N -1.1458 -4.2256 -3.1850
C -0.4500 -3.0053 -2.8063
P -1.0773 -2.3581 -1.1693
C -0.9549 -3.9600 -0.2098
C -2.8951 -2.4096 -1.5909
H -1.3891 -6.2105 -2.6359
H 0.1072 -5.4666 -2.0491
H -3.5406 -4.5844 -0.2309
H -3.4681 -5.7092 -1.5870
H -2.7307 -3.1851 -4.0697
H -3.0062 -4.9132 -3.7936
H -0.5954 -2.2478 -3.5750
H 0.6177 -3.1911 -2.7337
H -1.3488 -3.8448 0.7932
H 0.0917 -4.2114 -0.0830
H -3.1060 -1.6469 -2.3401
H -3.4732 -2.1633 -0.7063
N 2.0472 0.6718 -2.6214
C 0.8906 0.4559 -3.2998
C 0.8974 0.3444 -4.7058
C -0.2907 0.2511 -5.3752
C -1.4941 0.2595 -4.6538
C -1.4091 0.3189 -3.2904
N -0.2494 0.4080 -2.6019
H 2.9220 0.5285 -3.0978
H 2.0495 0.5037 -1.6244
H 1.8413 0.3611 -5.2347
H -0.2965 0.1786 -6.4553
H -2.4562 0.2183 -5.1438
H -2.3044 0.3588 -2.6837
C -0.0593 2.1970 4.0413
Si -0.3778 3.2652 2.5184
C 0.4363 4.8998 2.9413
C -2.1645 3.7924 2.3002
Si 0.4560 1.9150 0.7196
Si -0.4692 3.3246 -1.1952
C 0.0000 4.9370 -0.4046
C 0.1295 3.4905 -2.9374
C -2.3018 2.9912 -1.1876
Si 2.7508 2.5011 1.0993
C 3.1380 4.2797 1.5274
C 3.2093 1.4725 2.6064
C 3.8560 2.2506 -0.3932
H -0.9189 2.2268 4.7164
H 0.7958 2.6099 4.5814
H 0.1556 1.1484 3.8273
H -0.3196 5.4028 3.5539
H 0.6736 5.5602 2.1138
H 1.3317 4.7880 3.5480
H -2.5771 3.9907 3.2958
H -2.8163 3.0857 1.8031
H -2.1949 4.7370 1.7492
H 1.0455 4.9404 -0.0978
H -0.6186 5.1721 0.4550
H -0.1309 5.7302 -1.1494
H 1.2155 3.5279 -3.0322
H -0.2620 4.4696 -3.2352
H -0.2641 2.7483 -3.6223
H -2.8125 3.6052 -0.4436
H -2.5204 1.9482 -0.9514
H -2.7241 3.2215 -2.1705
H 3.1129 4.4592 2.6007
H 2.5059 5.0257 1.0504
H 4.1619 4.4510 1.1831
H 2.9814 2.0447 3.5085
H 4.2829 1.2589 2.6178
H 2.6772 0.5208 2.6777
H 3.6641 3.0507 -1.1152
H 3.7762 1.2980 -0.9003
H 4.8940 2.3504 -0.0587
*
```

***

# 2
9 unconnected molecules or ions with the total composition C30H61N9O10 in a non-equilibrium geometry. Source: OMol25; level of theory: ωB97M-V with the def2-TZVPD basis set.

- Structure (SMILES): O=[N+]([O-])c1ccccc1.CN(C)C=O.CN(C)C=O.CN(C)C=O.CN(C)C=O.CN(C)C=O.CN(C)C=O.CN(C)C=O.CN(C)C=O
- Kohn-Sham gap: 7.08 eV
- Energy above the lowest of the compared OMol25 structures with the same formula, charge and spin: 3.475 eV
- HOMO: -8.96 eV

The geometry in ORCA input format:
```
! wB97M-V def2-TZVPD RIJCOSX def2/J DEFGRID3
* xyz 0 1
O 2.0042 1.9237 -0.5552
N 1.2202 1.8188 0.4669
O 1.0611 2.7218 1.3465
C 0.2088 0.7098 0.4652
C 0.2886 -0.4370 -0.6433
C -0.7528 -1.4755 -0.7532
C -1.7088 -1.6686 0.4384
C -1.7402 -0.7654 1.6211
C -0.7612 0.4369 1.7000
H 1.1193 -0.2209 -1.3155
H -0.5643 -2.1135 -1.6089
H -2.2475 -2.6244 0.4858
H -2.3605 -1.0086 2.3778
H -0.6498 1.1736 2.5279
C -3.7618 -7.2320 -2.9735
N -3.6658 -5.7494 -2.5135
C -3.0366 -4.7926 -3.3666
C -4.0987 -5.4478 -1.2969
O -3.9304 -4.3354 -0.7113
H -4.9498 -7.5699 -2.8492
H -3.1378 -7.9076 -2.2958
H -3.4235 -7.5901 -3.7733
H -3.3279 -3.7593 -3.3487
H -3.2621 -5.0811 -4.3989
H -2.1150 -4.7584 -3.0368
H -4.2462 -6.3312 -0.8192
C 0.5518 0.5527 -4.2559
N 0.8593 -0.8870 -4.2637
C 2.2441 -1.2314 -4.5011
C -0.0229 -1.7955 -4.0436
O 0.2329 -2.9975 -4.0044
H 1.4396 1.1142 -4.1900
H -0.1706 0.8767 -3.5078
H -0.0451 0.8266 -5.1840
H 2.9195 -1.0327 -3.5916
H 2.6752 -0.5304 -5.1931
H 2.4560 -2.2626 -4.8208
H -1.2549 -1.4416 -3.8704
C -3.4003 3.5801 3.3232
N -4.1403 4.5120 2.4379
C -3.2895 4.9688 1.2741
C -5.3723 4.9429 2.6471
O -5.8931 5.6304 1.6862
H -4.0547 3.3895 4.2974
H -2.4676 3.9683 3.5604
H -3.2312 2.5144 2.9509
H -3.8195 5.0964 0.2019
H -2.6015 4.2517 0.8556
H -2.7892 5.7624 1.2988
H -5.8537 4.6578 3.6295
C 3.0665 5.1990 0.6315
N 2.8185 6.5385 0.1175
C 3.8963 7.4409 0.0766
C 1.6307 6.8178 -0.4203
O 1.3868 7.8083 -1.1558
H 2.6607 5.0086 1.6026
H 4.1337 5.1243 0.7439
H 2.7305 4.4816 -0.2679
H 3.9431 7.7239 -0.9772
H 4.5306 7.3177 0.6686
H 3.3262 8.5112 0.2370
H 0.8956 6.2373 0.0505
C -0.9489 -5.6020 0.3528
N 0.4196 -5.1617 0.7319
C 1.3737 -5.0461 -0.3875
C 0.7201 -4.7139 1.9209
O 1.8616 -4.5561 2.2984
H -1.3722 -6.2526 1.1095
H -1.0103 -6.0298 -0.5889
H -1.6436 -4.7417 0.1561
H 2.1746 -5.4580 -0.1134
H 1.4663 -4.1028 -0.8221
H 1.1678 -5.7752 -1.3532
H 0.0105 -4.7383 2.7504
C 3.5361 2.6598 -2.8565
N 3.7674 3.8936 -3.6500
C 3.7484 5.0738 -2.7826
C 3.7831 3.9020 -5.0171
O 3.8106 5.0817 -5.6038
H 2.5898 2.4271 -2.8566
H 3.9860 2.8064 -1.9448
H 4.0009 1.8869 -3.3212
H 4.8175 5.1159 -2.2204
H 2.7532 5.1264 -2.2786
H 3.8170 5.7829 -3.4860
H 3.7146 3.0841 -5.5048
C -3.2746 -1.7438 5.2876
N -3.1972 -3.0229 4.5325
C -4.2925 -3.2525 3.5098
C -2.3084 -3.9508 4.7999
O -2.1094 -4.9761 4.1870
H -3.2661 -1.1063 4.4162
H -2.2835 -1.6670 5.8062
H -4.3059 -1.9007 5.7970
H -5.1345 -2.3913 3.0869
H -4.9796 -3.8727 4.0260
H -3.7302 -3.5065 2.6414
H -1.7352 -3.8352 5.5647
C 4.3223 0.1700 1.3725
N 3.2097 0.1708 2.4216
C 2.5238 -1.0763 2.6808
C 3.0930 1.1303 3.2707
O 2.1969 1.1195 4.1680
H 4.0992 1.2413 0.8038
H 4.4567 -0.6551 0.5458
H 5.4024 0.4697 1.7786
H 2.8853 -1.7639 3.4438
H 2.5182 -1.8761 1.8977
H 1.5049 -1.0012 3.0173
H 3.7076 2.0436 3.1978
*
```

***

> Look up the energy above the lowest of the compared OMol25 structures with the same formula, charge and spin of the second one.

3.475 eV